A molecular structure, H3O4SSi, computed with ωB97M-V/def2-TZVPD.

## Properties
* frontier orbital gap: 9.474 eV
* net charge: -1
* E_LUMO: 3.6 eV
* electronic energy: -26952.4159 eV
* energy relative to the best compared isomer or geometry (same formula, charge and spin): 28.64 kcal per mole

Positions of all 9 atoms, in Å:
O (1.458, -0.920, 1.300)
O (2.477, 1.028, 0.095)
O (1.599, -0.903, -1.068)
O (-0.257, 1.266, 0.193)
Si (-1.347, 0.178, -0.073)
S (1.597, -0.105, 0.122)
H (-2.013, -0.674, 1.017)
H (-2.362, 1.095, -0.634)
H (-1.151, -0.966, -0.953)


2 unconnected molecules or ions with the total composition H3OPS2, computed with ωB97M-V/def2-TZVPD.

## Properties
* frontier orbital gap (spin up / spin down): 6.718 / 6.682 eV
* E_LUMO (spin up / spin down): -2.6 / -2.5 eV
* electronic energy: -33049.8108 eV
* energy relative to the best compared isomer or geometry (same formula, charge and spin): 159.32 kcal per mole

Positions of all 7 atoms, in Å:
O (-1.315, -2.335, 0.062)
P (1.018, -0.285, -0.309)
S (-3.853, 0.581, -0.153)
S (-1.221, -0.914, 0.238)
H (0.646, 0.929, 0.532)
H (0.729, 0.396, -1.413)
H (-0.985, -0.579, 1.775)